{
  "formula": "C4H9N4",
  "method": "ωB97M-V/def2-TZVPD",
  "total_charge": 1,
  "homo_ha": -0.45820,
  "smiles": "[H]/N=N/[C@@H](C)CN[N+]#C",
  "orbital_gap_ev": 7.7,
  "total_energy_ev": -10242.213,
  "species": ["C", "C", "C", "C", "N", "N", "N", "N", "H", "H", "H", "H", "H", "H", "H", "H", "H"],
  "positions_angstrom": [[-3.36362, -0.56978, -1.19711], [0.77053, 1.26766, 0.79944], [-0.22975, -0.94434, -0.05400], [0.87292, -0.22042, 0.86083], [2.35967, -1.11197, -0.60552], [2.17897, -0.40518, 0.37278], [-2.56081, -0.50295, -0.37322], [-1.56916, -0.68433, 0.46684], [-4.01443, -0.90477, -1.93066], [1.35322, 1.74609, -0.08246], [-0.25629, 1.67919, 0.57661], [1.18446, 1.74351, 1.69460], [-0.01501, -0.83833, -1.07729], [-0.13120, -2.09012, -0.00733], [0.79935, -0.49872, 1.91599], [3.35843, -1.02957, -0.95283], [-1.55270, 0.06472, 1.28286]],
  "atomic_forces_ev_per_a": [[2.45, 0.20, 2.13], [-0.49, 3.24, -1.72], [1.61, -3.04, 2.13], [-2.28, -0.69, -1.18], [0.04, -0.20, -1.17], [2.83, -0.41, 0.31], [-0.57, -0.40, -0.96], [-0.39, 2.96, 2.17], [-1.34, -0.13, -1.07], [-0.72, -1.16, 1.35], [0.68, -0.53, 0.71], [-0.28, -0.11, -0.17], [-0.34, 1.27, -1.46], [0.20, 1.54, 0.43], [0.08, -0.52, -0.22], [-0.99, -0.12, 0.93], [-0.51, -1.90, -2.23]]
}

---

{
  "formula": "H14O7",
  "method": "ωB97M-V/def2-TZVPD",
  "homo_ha": -0.40034,
  "smiles": "O.O.O.O.O.O.O",
  "orbital_gap_ev": 10.8,
  "total_energy_ev": -14559.601,
  "species": ["O", "H", "H", "O", "H", "H", "O", "H", "H", "O", "H", "H", "O", "H", "H", "O", "H", "H", "O", "H", "H"],
  "positions_angstrom": [[3.43379, 0.34665, 2.12371], [2.85966, 0.98146, 1.68180], [2.90879, -0.01213, 2.84375], [-2.85871, 1.26007, -1.79135], [-2.90107, 1.52680, -2.71389], [-2.24800, 0.51721, -1.76847], [-0.79006, 0.66280, 2.46355], [-0.05365, 0.15342, 2.81929], [-0.97291, 1.32779, 3.13555], [1.43636, -3.97519, -1.10501], [0.96840, -3.13968, -0.98698], [0.73990, -4.62743, -1.21703], [0.17794, 0.62855, -0.22585], [0.11291, 0.61908, 0.74023], [0.09640, -0.29811, -0.48758], [0.17498, 3.71605, -0.05025], [0.24067, 3.44033, -0.96873], [-0.25385, 2.96603, 0.37299], [-0.73896, -1.93329, -1.37519], [-1.65016, -2.15526, -1.15602], [-0.68241, -2.00513, -2.33453]],
  "atomic_forces_ev_per_a": [[-0.07, 0.02, -0.01], [0.03, 0.01, -0.07], [0.04, -0.01, 0.04], [-0.14, -0.07, -0.03], [0.01, 0.01, -0.01], [0.19, 0.12, 0.10], [0.23, -0.08, 0.12], [-0.11, -0.06, 0.17], [-0.04, 0.06, -0.05], [0.09, 0.05, -0.02], [-0.07, -0.11, 0.02], [-0.01, -0.02, 0.02], [0.24, -0.13, 0.08], [-0.28, 0.12, -0.25], [-0.07, 0.10, -0.05], [0.00, 0.13, 0.11], [0.03, -0.07, -0.01], [-0.04, -0.07, -0.10], [-0.06, 0.02, -0.11], [0.00, -0.01, 0.08], [0.04, 0.00, -0.01]]
}

---

{
  "formula": "C5H11NO",
  "method": "ωB97M-V/def2-TZVPD",
  "total_charge": 1,
  "s2": 0.77,
  "homo_ha": [-0.57350, -0.57264],
  "orbital_gap_ev": [11.0, 6.2],
  "spin_multiplicity": 2,
  "total_energy_ev": -8890.422,
  "species": ["O", "C", "N", "C", "C", "C", "C", "H", "H", "H", "H", "H", "H", "H", "H", "H", "H", "H"],
  "positions_angstrom": [[1.34436, 3.10632, 0.71192], [1.56770, 2.24081, -0.08816], [0.71340, 1.11754, -0.16150], [-0.15223, 0.90446, 1.04644], [-0.62801, -0.52103, 1.04786], [-0.94823, -1.20053, -0.33045], [0.09937, -1.97919, -1.20255], [2.46906, 2.29893, -0.72707], [0.15057, 1.14231, -1.02290], [0.25651, 1.29280, 1.98240], [-0.97901, 1.62632, 0.94106], [-0.07504, -1.15601, 1.73698], [-1.62600, -0.54094, 1.48159], [-1.30134, -0.32925, -0.90959], [-1.85248, -1.78903, -0.20266], [0.05319, -3.06324, -1.17266], [1.04942, -1.50552, -0.93175], [-0.14122, -1.64475, -2.19896]],
  "atomic_forces_ev_per_a": [[-0.49, -0.87, -0.20], [2.59, 1.59, 0.10], [-2.00, 1.51, 1.93], [0.28, 0.04, -0.80], [-1.38, -1.89, -0.01], [-0.06, 0.54, -0.16], [-0.64, 2.07, 0.93], [-0.62, -0.34, -0.25], [0.40, -0.99, -0.21], [0.82, -0.42, -0.32], [-0.28, -0.25, -0.61], [0.59, 0.09, -0.19], [0.01, 0.45, 0.43], [-0.14, -0.36, -0.30], [0.04, -0.14, 0.10], [0.26, 0.12, 0.44], [0.41, -0.86, -0.26], [0.20, -0.31, -0.60]]
}

---

Computed max |F| (eV Å⁻¹) in order:
4.05, 0.40, 3.16